[1]
8
Properties=species:S:1:pos:R:3:forces:R:3:mulliken_charge:R:1 method="wB97M-V/def2-TZVPD" total_charge=+1 homo_energy_ev=-16.6
O -1.0775 0.6396 -0.0272 -0.2 -1.8 -0.2 -0.02
O -4.4162 -1.0502 -0.1914 -0.3 0.7 0.1 -0.27
O -2.2594 -0.3838 -0.0670 2.2 1.2 0.5 -0.41
O -4.2836 1.1249 0.2324 -0.4 0.7 0.1 -0.25
N -4.1246 0.0328 0.0151 1.0 -1.2 -0.2 1.26
C 0.0472 0.1444 0.2470 -1.5 1.4 -0.7 0.08
H 0.1604 -0.8305 0.6620 -0.2 -0.9 0.1 0.31
H 0.9278 0.7696 0.0245 -0.5 0.1 0.3 0.29

[2]
57
Properties=species:S:1:pos:R:3:forces:R:3:mulliken_charge:R:1 method="wB97M-V/def2-TZVPD" total_charge=0 homo_energy_ev=-6.5
Hg 0.5051 0.4390 0.8917 -1.2 -0.3 -3.3 1.79
Si -0.4565 -3.0410 -0.3620 -0.6 1.6 0.4 -0.03
N 0.7677 3.3509 -0.4037 -0.5 -0.1 0.7 0.18
N 3.0229 2.2754 0.0222 -0.3 -0.7 0.9 0.11
N 0.0012 2.5059 0.3439 -0.9 1.0 0.1 -0.32
N 1.7847 1.7770 -2.0888 -0.3 -0.4 0.0 -0.25
N 1.1313 0.6395 -1.6909 0.3 0.0 -0.9 0.59
N -1.0665 -1.4936 0.1443 2.9 0.3 -0.1 -0.15
N 2.5691 1.2177 0.7729 1.9 0.3 0.4 -0.32
C 1.0335 -0.1421 -2.7785 0.5 1.2 -0.1 -0.16
C -0.9746 4.5066 0.3355 0.0 0.1 0.0 -1.25
C -2.7939 0.1644 -0.0239 -0.1 -0.5 0.4 -0.10
C -0.0237 -0.7550 3.0204 0.3 -0.4 0.6 -0.87
C 1.6249 0.5025 -3.8937 0.0 0.3 0.7 -1.38
C -4.8730 -0.1554 1.1681 -0.1 0.0 0.2 -0.49
C 4.6597 1.7062 1.4116 -0.2 0.0 -0.2 -1.15
C -4.4380 -1.4132 1.6142 0.0 0.1 -0.4 -0.59
C -4.0385 0.6367 0.3636 -0.2 -0.5 0.2 -0.77
C -2.3240 -1.1152 0.4092 -1.3 0.4 0.8 -0.08
C 1.4038 -2.9596 -0.5749 0.2 0.0 -0.1 -0.91
C -3.1940 -1.9050 1.2363 0.2 0.5 -0.4 -0.11
C 0.1933 4.5724 -0.4181 -0.1 -0.8 0.4 0.00
C 4.2841 2.5813 0.3891 -0.7 -0.5 0.3 -0.05
C -1.0734 3.1848 0.7918 1.2 0.4 -0.7 -0.26
C -0.8036 -4.3789 0.8933 0.0 -0.7 0.0 -1.22
C 3.5614 0.8548 1.6153 -0.3 1.3 -1.2 -0.21
C 2.0903 1.7218 -3.4049 -0.4 -0.8 0.3 -0.14
C -1.2757 -3.3686 -2.0051 0.0 -0.5 -0.2 -1.09
B 2.0999 2.9049 -1.0713 -0.3 -1.0 -0.2 -0.10
H 5.5851 1.6880 1.9517 0.2 0.0 0.0 0.39
H -0.7861 0.0360 3.0235 0.2 -0.2 -0.2 0.24
H -1.6571 5.3091 0.5421 -0.1 0.1 -0.1 0.39
H 4.7802 3.4056 -0.1146 0.0 -0.3 0.3 0.44
H 1.7053 0.1279 -4.8928 0.0 -0.1 -0.2 0.41
H 1.9192 -2.7907 0.3793 -0.1 -0.1 -0.1 0.23
H 2.6095 2.5452 -3.8744 -0.1 -0.1 0.0 0.44
H 2.6257 3.8227 -1.6281 0.1 0.1 0.1 -0.13
H 0.5718 -1.1220 -2.7514 0.0 0.3 0.2 0.21
H -5.8661 0.1981 1.4525 0.3 0.0 -0.1 0.34
H -2.8357 -2.8775 1.5923 -0.2 0.5 -0.1 0.08
H 3.4108 0.0321 2.2992 0.1 0.1 0.0 0.47
H -0.9306 -4.3178 -2.4333 -0.2 0.1 -0.1 0.41
H 1.7192 -2.1635 -1.2604 -0.1 -0.2 0.2 0.27
H -1.0558 -2.5630 -2.7179 0.0 -0.2 0.2 0.29
H -0.4779 -4.0929 1.9025 0.0 0.0 -0.2 0.32
H 0.6219 -0.6382 3.8979 0.0 0.1 -0.3 0.32
H -1.8318 2.6930 1.3965 0.2 0.2 -0.2 0.49
H -2.3662 -3.4129 -1.8886 0.2 0.0 0.0 0.33
H 0.6827 5.3761 -0.9514 -0.2 -0.1 0.1 0.45
H -4.3733 1.6194 0.0329 0.0 -0.2 0.0 0.40
H -5.0726 -2.0291 2.2580 0.1 0.3 -0.2 0.37
H 1.7554 -3.9190 -0.9832 0.0 0.2 0.1 0.41
H -1.8646 -4.6525 0.9443 0.2 0.0 0.0 0.33
H -2.1298 0.7583 -0.6522 -0.1 -0.1 0.1 0.70
H -0.5431 -1.7149 3.0899 0.1 0.2 -0.3 0.21
H 0.6497 -0.8512 2.0721 -0.6 -1.1 2.1 0.15
H -0.2432 -5.2806 0.6063 -0.1 0.0 0.2 0.36

[3]
84
Properties=species:S:1:pos:R:3:forces:R:3:mulliken_charge:R:1 method="wB97M-V/def2-TZVPD" total_charge=-1 homo_energy_ev="-3.7 / -3.6" s_squared=1.21 multiplicity=2
Te 0.5286 -5.8095 -2.5923 0.0 0.2 0.1 -0.22
Se -2.3936 -4.3562 0.1276 -0.1 -0.1 0.2 -0.56
Se 1.2396 -4.1121 -0.9965 0.0 -0.1 0.1 -0.25
Se -0.7436 -2.9016 -0.4220 -0.2 0.1 -0.5 0.17
Fe -0.3865 -0.4421 0.3347 0.4 0.2 -0.3 0.42
N 0.9584 -0.5461 -1.1656 -0.1 -0.3 0.0 -0.11
N 2.6681 -1.4163 -2.7149 0.1 0.0 0.0 0.09
N 1.2416 -0.7317 1.5137 -0.1 0.2 0.1 1.89
C -3.1765 1.3619 -2.7341 0.0 0.0 0.0 -1.79
C 4.8308 -0.2639 -2.8077 0.0 0.0 0.0 -0.38
C -2.4737 0.0775 -2.2637 0.0 0.0 -0.1 2.01
C -2.5155 -0.2927 0.3273 -0.1 0.1 -0.2 -0.95
C 0.4782 2.2760 2.7732 0.0 0.0 0.1 -1.31
C -1.2562 1.5042 1.0220 0.0 -0.2 0.5 -0.64
C 1.3541 -1.6546 2.5230 0.1 0.0 -0.1 0.44
C -3.4840 -1.0693 -2.3217 0.0 0.0 0.0 -1.71
C -3.9703 0.9281 3.0411 0.0 0.0 0.0 -1.65
C -1.8212 0.1493 4.0650 0.0 0.1 0.0 -1.83
C -1.6792 3.4921 2.5238 0.0 0.0 0.0 -1.86
C 3.3409 -0.6314 2.3502 0.0 0.1 0.0 -1.14
C 2.4663 -0.1057 1.4167 0.0 -0.1 0.0 0.11
C 1.7499 -0.9519 -1.8987 -0.1 0.1 0.1 0.04
C 2.7967 1.0314 0.4885 0.0 0.0 0.1 -0.99
C 4.0598 -1.4579 -2.2569 0.0 0.0 0.0 -0.85
C -2.7291 0.0370 2.8372 -0.1 -0.1 0.0 2.43
C 2.6253 -1.6159 3.0656 0.0 0.0 0.0 -1.41
C -1.2279 1.4194 -0.3820 0.0 0.0 -0.1 -0.28
C 0.2776 -2.6241 2.8880 0.0 0.0 0.0 -1.72
C -1.3272 -0.2299 -3.2303 0.0 0.0 0.0 -1.65
C 4.6762 -0.1730 -4.3266 0.0 0.0 0.0 -0.87
C -0.6143 2.6762 1.7772 0.1 0.0 -0.1 2.57
C 0.0339 3.6401 0.7705 0.0 0.0 0.0 -2.15
C -3.2765 -1.4034 2.7891 0.0 0.0 0.0 -1.85
C -2.0718 0.3847 1.4938 0.1 0.0 0.1 0.17
C 3.2007 -0.1268 -4.7268 0.0 0.0 0.0 -0.50
C 2.4643 -1.3340 -4.1596 0.0 0.0 0.0 -0.77
C -2.0094 0.3194 -0.8380 -0.1 0.0 0.1 0.26
H -2.3406 -0.2650 4.9327 0.0 0.0 0.0 0.63
H -0.6999 4.0409 0.0674 0.0 0.0 0.0 0.34
H 3.0908 -0.1060 -5.8135 0.0 0.0 0.0 0.42
H -0.6762 2.0815 -1.0313 0.0 0.0 0.0 0.70
H -4.6360 0.8428 2.1793 0.0 0.0 0.0 0.29
H 3.6634 0.7913 -0.1367 0.0 0.0 0.0 0.30
H 0.4313 -2.9752 3.9110 0.0 0.0 0.0 0.43
H 1.3939 -1.3048 -4.3577 0.0 0.0 0.0 0.35
H 0.2646 -3.4973 2.2320 0.0 0.0 0.0 0.13
H -4.3564 -0.8555 -1.6993 0.0 0.0 0.0 0.32
H -3.8287 -1.1988 -3.3505 0.0 0.0 0.0 0.44
H -0.8850 -0.3928 3.9303 0.0 0.0 0.0 0.20
H 0.1360 1.5599 3.5122 0.0 0.0 0.0 0.01
H -2.4784 2.2008 -2.7747 0.0 0.0 0.0 0.30
H -4.5179 0.5917 3.9265 0.0 0.0 0.0 0.47
H 1.9710 1.2809 -0.1694 -0.1 0.0 0.0 -0.21
H 5.1458 -1.0476 -4.7913 0.0 0.0 0.0 0.34
H 2.7407 0.7861 -4.3349 0.0 0.0 0.0 0.23
H 2.8573 -2.2581 -4.5938 0.0 0.0 0.0 0.41
H 5.2000 0.7057 -4.7082 0.0 0.0 0.0 0.38
H -0.5604 0.5471 -3.1934 0.0 0.0 0.0 0.22
H 2.9831 -2.2470 3.8661 0.0 0.0 0.0 0.45
H 3.0585 1.9389 1.0423 0.0 0.0 0.0 0.39
H -2.5494 -2.1307 2.4337 0.0 0.0 0.0 0.27
H 4.4903 -2.3950 -2.6220 0.0 0.0 0.0 0.42
H -3.7281 1.9777 3.1742 0.0 0.1 0.0 0.22
H -3.1423 -1.1704 0.3242 0.0 0.0 0.0 0.93
H -3.5992 1.2199 -3.7322 0.0 0.0 0.0 0.43
H 0.8255 3.1732 3.2961 0.0 0.0 0.0 0.63
H 4.4465 0.6490 -2.3438 0.0 0.0 0.0 0.18
H -3.9850 1.6280 -2.0496 0.0 0.0 0.0 0.38
H 5.8832 -0.3505 -2.5284 0.0 0.0 0.0 0.41
H 0.4758 4.4782 1.3139 0.0 0.0 0.0 0.42
H -4.1483 -1.4750 2.1366 0.0 0.0 0.0 0.31
H -2.5300 3.7252 1.8790 0.0 0.0 0.0 0.30
H -3.5967 -1.6984 3.7905 0.0 0.0 0.0 0.49
H -1.2357 4.4324 2.8620 0.0 0.0 0.0 0.51
H -0.8691 -1.1887 -2.9846 0.0 0.0 0.0 0.09
H -1.7134 -0.2797 -4.2529 0.0 0.0 0.0 0.62
H 1.3218 1.8180 2.2743 0.1 0.0 0.0 -0.27
H 0.8309 3.1535 0.2077 0.0 0.0 0.0 0.28
H -1.5850 1.1846 4.3024 0.0 0.0 0.0 0.28
H -3.0512 -2.0135 -1.9865 0.0 0.0 0.0 0.13
H 4.3624 -0.3109 2.5022 0.0 0.0 0.0 0.51
H 4.0608 -1.4885 -1.1675 0.0 0.0 0.0 0.43
H -2.0429 2.9731 3.4056 0.0 0.0 0.0 0.22
H -0.7126 -2.1785 2.8290 0.1 0.0 0.0 0.14

[4]
42
Properties=species:S:1:pos:R:3:forces:R:3:mulliken_charge:R:1 method="wB97M-V/def2-TZVPD" total_charge=+3 homo_energy_ev="-20.6 / -20.6" s_squared=0.76 multiplicity=2
Ti -0.0354 -0.4107 -2.3828 0.1 2.9 1.4 -0.64
P -0.1528 -0.1622 -0.0063 0.1 0.7 3.0 1.26
O 3.1484 0.0315 -2.8763 -5.3 -0.6 1.2 -0.05
O -0.0561 0.0473 -5.6993 0.1 -0.6 5.2 -0.03
O -3.2431 -0.0975 -2.8651 5.0 -0.1 0.9 -0.05
O 0.1687 3.2890 -2.7257 -0.6 -4.6 0.9 -0.08
O -0.2406 -3.5621 -2.7838 0.5 6.3 1.1 -0.06
C 2.0268 -0.1115 -2.6295 7.4 0.5 -1.6 0.54
C -1.8468 0.4608 0.4344 -0.6 0.5 -0.7 0.41
C 0.0360 2.1616 -2.5292 0.7 4.1 -1.1 0.34
C -2.1050 1.8957 -0.0658 -0.1 0.0 0.2 -1.22
C -0.1419 -2.4143 -2.5840 -0.7 -9.2 -1.6 0.54
C 1.1085 -2.6380 0.5150 0.2 0.0 0.2 -1.13
C 0.8694 1.8207 1.7894 -0.2 0.1 0.3 -1.38
C -0.0378 -0.0781 -4.5537 -0.1 0.8 -7.1 0.45
C 2.5516 0.3776 0.5990 0.5 0.2 0.0 -1.57
C 1.1801 1.0568 0.5108 0.2 0.1 -0.8 0.84
C -2.2627 0.3376 1.9000 0.0 -0.1 0.5 -1.71
C 0.3718 -1.3855 2.5434 0.0 0.3 0.4 -1.73
C 0.0671 -1.6490 1.0596 -0.1 -1.2 -0.2 0.45
C -2.1083 -0.1453 -2.6606 -6.9 0.1 -1.3 0.49
H -1.8932 2.0292 -1.1365 -0.2 0.1 0.2 0.21
H 1.6863 2.5277 1.9634 0.0 -0.1 -0.1 0.47
H 0.8963 -2.9497 -0.5140 0.1 -0.1 0.2 0.05
H 2.1229 -2.2191 0.5540 -0.3 -0.3 0.0 0.26
H 0.2760 -2.3397 3.0848 0.0 0.2 -0.3 0.52
H -3.1732 2.1210 0.0992 0.5 0.0 -0.2 0.53
H -1.6726 0.9872 2.5612 -0.2 -0.2 -0.2 0.31
H 2.6463 -0.2605 1.4919 0.0 0.3 -0.5 0.26
H 1.0864 -3.5368 1.1518 0.1 0.2 -0.3 0.46
H -3.3112 0.6579 1.9964 0.3 -0.1 -0.2 0.50
H 3.3156 1.1703 0.6878 -0.3 -0.3 0.0 0.49
H -0.0493 2.4003 1.7278 0.1 0.0 0.1 0.26
H -0.9251 -2.1278 0.9824 0.2 0.1 0.1 0.66
H 1.3986 -1.0339 2.6996 -0.4 -0.2 0.0 0.30
H 1.2017 1.7642 -0.3372 0.1 0.1 0.4 0.22
H -0.3198 -0.6873 3.0228 0.3 -0.2 -0.1 0.31
H -2.2137 -0.6951 2.2549 -0.1 0.2 0.0 0.46
H 0.8233 1.1653 2.6611 0.0 0.1 -0.2 0.29
H -1.5163 2.6323 0.5015 -0.3 -0.2 -0.3 0.20
H 2.8134 -0.2098 -0.2953 0.0 0.0 0.4 0.21
H -2.4903 -0.2202 -0.1470 0.0 0.0 0.2 0.38

Number 1: energy -10732.483 eV. Number 2: energy -43317.341 eV. Number 3: energy -273027.732 eV. Number 4: energy -57466.636 eV.